1.
The following is a DFT calculation (ωB97M-V with the def2-TZVPD basis set) of a 3-piece molecular cluster, C39H34FN4O5S overall.

Last column: Löwdin charge in e.
Element x y z (Å)
C (3.092, -9.881, -0.829)  -0.010
C (2.129, -8.700, -0.984)  -0.381
F (2.028, -8.019, 0.224)  -0.014
C (2.597, -7.735, -2.052)  -0.077
C (1.646, -6.552, -2.307)  -0.187
C (0.317, -6.429, -1.555)  -0.049
C (0.174, -4.911, -1.248)  -0.284
N (0.367, -4.683, 0.208)  0.083
C (1.416, -4.328, -1.816)  0.060
N (2.221, -5.191, -2.284)  0.026
C (3.569, -4.853, -2.784)  -0.138
C (4.334, -3.999, -1.771)  -0.458
S (6.099, -4.011, -2.083)  1.036
C (6.424, -5.650, -1.588)  -0.707
N (6.116, -6.263, -0.497)  0.072
N (6.600, -7.556, -0.635)  0.070
C (7.175, -7.600, -1.785)  -0.166
O (7.092, -6.434, -2.468)  0.037
H (3.543, -9.820, 0.157)  0.092
H (2.587, -10.833, -0.942)  0.082
H (3.898, -9.823, -1.557)  0.075
H (1.142, -9.087, -1.237)  0.144
H (2.679, -8.313, -2.969)  0.134
H (3.611, -7.416, -1.809)  0.108
H (1.350, -6.671, -3.352)  0.162
H (0.263, -6.955, -0.612)  0.109
H (-0.517, -6.739, -2.176)  0.127
H (-0.741, -4.462, -1.627)  0.155
H (-0.495, -4.881, 0.699)  0.094
H (0.569, -3.695, 0.342)  0.053
H (1.600, -3.264, -1.772)  0.169
H (4.106, -5.790, -2.871)  0.101
H (3.488, -4.377, -3.755)  0.144
H (4.027, -2.957, -1.785)  0.080
H (4.123, -4.389, -0.776)  0.094
H (7.685, -8.420, -2.255)  0.138
C (-2.816, -0.301, 4.787)  -0.043
C (-2.556, -1.497, 4.129)  -0.050
C (-1.808, -1.500, 2.964)  -0.005
C (-1.323, -0.306, 2.446)  -0.084
C (-1.601, 0.898, 3.100)  -0.076
C (-2.340, 0.894, 4.274)  0.008
C (-1.126, 2.197, 2.547)  -0.263
O (-1.361, 3.243, 3.110)  0.107
C (-0.361, 2.174, 1.268)  -0.071
C (0.048, 3.376, 0.707)  0.014
C (0.765, 3.380, -0.477)  -0.035
C (1.085, 2.180, -1.101)  -0.053
C (0.679, 0.979, -0.546)  -0.013
C (-0.051, 0.968, 0.636)  -0.085
C (-0.507, -0.330, 1.203)  -0.267
O (-0.223, -1.386, 0.663)  0.058
H (-3.394, -0.302, 5.701)  0.113
H (-2.937, -2.428, 4.527)  0.110
H (-1.598, -2.427, 2.450)  0.110
H (-2.540, 1.829, 4.778)  0.124
H (-0.198, 4.306, 1.199)  0.111
H (1.075, 4.320, -0.914)  0.117
H (1.650, 2.185, -2.024)  0.108
H (0.920, 0.042, -1.029)  0.105
C (-2.491, 10.910, -2.377)  -0.056
C (-3.670, 11.536, -1.987)  -0.053
C (-4.408, 11.033, -0.929)  0.000
C (-3.974, 9.896, -0.260)  -0.081
C (-2.799, 9.257, -0.663)  -0.084
C (-2.057, 9.773, -1.717)  -0.004
C (-2.332, 8.014, 0.013)  -0.276
O (-1.308, 7.458, -0.331)  0.094
C (-3.165, 7.469, 1.122)  -0.081
C (-2.776, 6.288, 1.737)  0.002
C (-3.525, 5.764, 2.775)  -0.049
C (-4.668, 6.426, 3.210)  -0.050
C (-5.065, 7.605, 2.600)  0.001
C (-4.319, 8.127, 1.550)  -0.081
C (-4.776, 9.382, 0.888)  -0.277
O (-5.769, 9.964, 1.267)  0.111
H (-1.913, 11.310, -3.199)  0.108
H (-4.013, 12.419, -2.510)  0.109
H (-5.323, 11.516, -0.615)  0.122
H (-1.143, 9.278, -2.016)  0.119
H (-1.886, 5.781, 1.396)  0.096
H (-3.212, 4.840, 3.241)  0.088
H (-5.252, 6.020, 4.026)  0.108
H (-5.953, 8.125, 2.929)  0.121

Output
E_tot ... -2599.6118 Ha
Kohn-Sham gap ... 0.2572 Eh
Charge ... +1

=====

2.
The following is a DFT calculation (ωB97M-V with the def2-TZVPD basis set) of C39H35BF6N2 as an isolated structure.

Last column: Löwdin charge in e.
Element x y z (Å)
F (2.902, -0.053, 3.963)  0.044
C (1.745, 0.687, 4.160)  -0.167
C (1.757, 1.362, 5.377)  -0.005
C (0.567, 2.019, 5.753)  -0.060
C (-0.543, 2.064, 4.887)  -0.016
C (-0.511, 1.246, 3.759)  -0.181
F (-1.782, 0.894, 3.236)  0.010
C (0.600, 0.463, 3.345)  0.024
B (0.530, -0.686, 2.239)  -0.307
C (1.839, -1.573, 2.127)  -0.005
C (3.054, -1.235, 1.493)  -0.188
F (3.311, 0.138, 1.331)  0.013
C (4.114, -2.138, 1.285)  -0.014
C (4.055, -3.369, 1.961)  -0.073
C (2.998, -3.672, 2.849)  -0.001
C (1.916, -2.776, 2.873)  -0.180
F (1.036, -2.989, 3.914)  0.057
C (-0.720, -1.667, 2.231)  -0.026
C (-1.083, -2.471, 1.137)  -0.175
F (-0.143, -2.664, 0.117)  0.039
C (-2.209, -3.293, 1.102)  -0.012
C (-2.947, -3.414, 2.295)  -0.074
C (-2.593, -2.712, 3.459)  -0.006
C (-1.450, -1.906, 3.403)  -0.209
F (-0.861, -1.563, 4.608)  0.052
H (0.184, -0.121, 0.913)  0.147
H (2.617, 1.276, 6.073)  0.130
H (0.552, 2.579, 6.677)  0.101
H (-1.470, 2.591, 5.143)  0.119
H (4.994, -1.783, 0.720)  0.116
H (4.814, -4.112, 1.827)  0.092
H (2.980, -4.546, 3.532)  0.126
H (-2.384, -3.853, 0.188)  0.114
H (-3.822, -4.046, 2.290)  0.098
H (-3.152, -2.831, 4.421)  0.130
C (1.824, -2.408, -5.770)  -0.065
N (2.641, -2.049, -4.627)  -0.141
C (4.076, -2.236, -4.813)  -0.181
C (4.863, -2.049, -3.518)  -0.175
C (4.391, -0.779, -2.815)  -0.148
C (2.914, -0.833, -2.525)  -0.142
C (2.074, -1.536, -3.491)  -0.155
C (0.692, -1.618, -3.217)  -0.020
C (0.151, -0.970, -2.135)  -0.078
C (0.907, -0.137, -1.264)  -0.229
C (0.240, 0.708, -0.240)  -0.014
C (-1.023, 1.378, -0.706)  -0.187
C (-1.712, 2.181, 0.222)  0.001
C (-2.830, 2.930, -0.073)  -0.150
C (-3.310, 3.052, -1.437)  -0.156
N (-4.398, 3.849, -1.676)  -0.142
C (-4.839, 4.225, -3.008)  -0.063
C (-5.232, 4.423, -0.629)  -0.179
C (-4.968, 3.873, 0.770)  -0.169
C (-3.493, 3.666, 1.034)  -0.158
C (-2.587, 2.326, -2.416)  -0.018
C (-1.550, 1.488, -2.032)  -0.036
C (2.292, -0.148, -1.515)  -0.003
H (1.007, -1.684, -5.915)  0.090
H (2.473, -2.398, -6.658)  0.086
H (1.384, -3.422, -5.696)  0.096
H (4.274, -3.231, -5.261)  0.125
H (4.418, -1.506, -5.585)  0.127
H (4.671, -2.923, -2.872)  0.124
H (5.929, -2.006, -3.758)  0.113
H (4.959, -0.621, -1.883)  0.113
H (4.638, 0.076, -3.482)  0.130
H (0.037, -2.126, -3.960)  0.113
H (-0.936, -1.045, -1.983)  0.123
H (0.970, 1.521, 0.279)  0.184
H (-1.332, 2.219, 1.257)  0.117
H (-4.000, 4.495, -3.682)  0.093
H (-5.435, 3.426, -3.493)  0.096
H (-5.505, 5.102, -2.874)  0.088
H (-5.078, 5.519, -0.634)  0.125
H (-6.293, 4.284, -0.909)  0.123
H (-5.382, 4.575, 1.498)  0.113
H (-5.502, 2.910, 0.858)  0.126
H (-3.352, 3.092, 1.952)  0.113
H (-3.005, 4.643, 1.183)  0.132
H (-2.872, 2.472, -3.486)  0.110
H (-1.016, 0.946, -2.838)  0.108
H (2.932, 0.497, -0.863)  0.128

Output
E_tot ... -2240.5961 Ha
Kohn-Sham gap ... 0.2433 Eh
Relative energy (zero: lowest compared OMol25 entry of this formula, charge and spin) ... 241.6 kJ/mol
Charge ... 0

=====

Which value of Kohn-Sham gap does entry 1 give?
0.2572 Eh

=====

Look up the E_tot of the second one.
-2240.5961 Ha